Here is C23H34N2O4 in the gas phase from the OMol25 dataset. Energies are from wB97M-V/def2-TZVPD.

Structure (ORCA input):
```
! RIJCOSX wB97M-V def2-TZVPD def2/J DEFGRID3
* xyz 0 1
C -0.532 4.653 -1.745
C -1.557 4.204 -2.778
C -2.742 3.468 -2.129
C -3.790 4.414 -1.525
C -4.627 5.116 -2.591
C -5.261 4.078 -3.511
C -4.168 3.205 -4.120
N -3.383 2.577 -3.077
C -3.299 1.228 -3.032
O -3.860 0.505 -3.835
C -2.459 0.654 -1.928
C -3.052 0.210 -0.751
C -2.290 -0.382 0.233
C -0.915 -0.560 0.059
O -0.270 -1.139 1.110
C 1.098 -1.488 1.008
C 1.307 -2.751 0.165
C 2.772 -3.178 0.218
N 3.189 -3.394 1.589
C 3.477 -4.657 1.996
O 3.480 -5.587 1.214
C 3.852 -4.862 3.453
C 5.330 -4.494 3.673
O 5.794 -4.759 4.973
C 5.329 -3.873 5.958
C 3.053 -2.210 2.404
C 1.594 -1.748 2.431
C -0.324 -0.129 -1.123
C -1.096 0.471 -2.104
H -0.143 3.797 -1.197
H -0.973 5.345 -1.032
H 0.300 5.155 -2.233
H -1.077 3.521 -3.482
H -1.907 5.070 -3.340
H -2.340 2.846 -1.322
H -3.289 5.147 -0.893
H -4.456 3.824 -0.890
H -4.001 5.791 -3.179
H -5.400 5.718 -2.110
H -5.826 4.563 -4.307
H -5.945 3.449 -2.939
H -4.596 2.403 -4.724
H -3.513 3.813 -4.754
H -4.115 0.331 -0.609
H -2.736 -0.725 1.153
H 1.672 -0.651 0.580
H 1.005 -2.579 -0.868
H 0.679 -3.546 0.572
H 2.919 -4.115 -0.322
H 3.407 -2.402 -0.227
H 3.201 -4.298 4.120
H 3.732 -5.925 3.670
H 5.499 -3.435 3.420
H 5.948 -5.112 3.017
H 5.876 -4.113 6.868
H 4.256 -3.991 6.149
H 5.529 -2.830 5.681
H 3.404 -2.388 3.418
H 3.674 -1.419 1.964
H 1.497 -0.840 3.027
H 0.966 -2.520 2.879
H 0.733 -0.253 -1.301
H -0.627 0.795 -3.021
*
```

* largest force on an atom: 0.5 eV/Å
* HOMO: -8.57 eV
* SMILES: CC[C@H]1CCCCN1C(=O)c1ccc(OC2CCN(C(=O)CCOC)CC2)cc1
* ΔE to the lowest compared entry with this formula, charge and spin: 25.9 kcal per mole